(1)
The following is a DFT calculation (ωB97M-V/def2-TZVPD) of a structure of composition C42H37N3O2P2RuS2.

```
89
Properties=species:S:1:pos:R:3:lowdin_spin:R:1
H 0.915 5.907 -3.619 0.000
C 4.133 -0.235 -4.288 0.029
H 1.368 -0.066 4.331 0.001
H -1.702 -4.067 -1.335 0.000
C -1.777 2.102 4.769 0.000
O 0.798 -2.142 -1.547 0.027
C -2.704 -1.750 -2.658 0.005
S -0.435 -1.483 -1.044 0.054
H 4.043 1.466 2.367 0.002
C 3.036 -0.687 0.122 0.046
H -4.401 -2.049 -3.939 0.000
H 2.721 -4.316 2.043 0.000
C 1.671 0.641 -3.359 0.034
C 2.992 0.462 0.877 0.046
C -3.546 -1.399 -3.706 0.009
H 6.354 -1.359 0.529 0.001
C -1.333 0.112 3.508 0.008
H -1.355 2.021 2.655 0.001
H -5.137 1.130 -0.771 0.000
H -3.090 -2.642 -2.143 0.000
C -3.389 1.506 0.191 0.013
C 4.101 0.707 -3.226 -0.002
H -3.580 -4.552 2.524 0.000
C -1.658 -0.703 4.657 0.002
C 1.745 -0.244 -4.374 0.011
C -2.112 0.549 -4.150 0.013
H -1.351 -1.720 4.671 0.000
H -3.787 0.053 -5.296 0.000
C 2.956 -0.698 -4.851 0.007
H 0.838 -0.592 -4.878 0.000
H 5.015 1.102 -2.867 -0.001
C 2.355 -3.384 2.559 0.001
H 4.348 -2.171 -0.708 0.000
N 4.124 0.794 1.625 0.022
C -0.862 5.514 -2.482 0.128
C -0.235 2.858 -2.802 0.122
C -3.190 -0.308 -4.483 0.004
H -2.977 -5.463 0.246 0.000
C -2.425 -2.711 2.310 0.000
C -1.527 1.482 3.554 0.001
C -1.448 -2.406 0.143 0.009
C 1.297 -2.623 2.068 0.005
C -2.598 -4.484 0.598 0.001
O -2.187 1.172 0.322 0.110
N -4.250 0.748 -0.513 0.004
H -1.802 3.191 4.854 0.000
C 2.989 -2.945 3.756 0.002
H 6.032 0.600 2.120 0.000
Ru 0.011 0.641 0.054 2.405
H -2.570 4.848 -1.388 -0.002
H 0.795 -2.885 1.132 0.000
C 2.624 -1.799 4.400 0.003
H -2.166 1.808 6.828 0.000
C 5.278 0.154 1.533 0.006
H 2.239 -0.866 -0.588 0.011
C -1.566 -1.006 -2.395 0.016
C -1.361 3.229 -2.107 0.066
C 0.920 -1.467 2.740 0.005
P -0.580 -0.625 2.040 0.034
C 0.266 5.165 -3.178 0.034
C 5.387 -0.860 0.614 0.026
H -4.660 2.962 0.838 0.001
C 2.847 1.154 -2.768 0.024
N -3.710 2.670 0.734 0.005
C -2.906 -3.962 1.886 0.000
C 0.665 3.819 -3.324 0.040
H 1.602 3.488 -3.751 0.001
H -2.964 3.207 1.123 0.000
H -3.959 -0.172 -0.814 0.000
S 1.732 1.686 1.060 0.381
C -1.520 -1.994 1.420 0.002
H -2.758 -2.249 3.267 0.000
H -1.942 2.476 -1.641 0.000
C -2.036 1.327 5.879 0.000
C 4.248 -1.327 -0.025 -0.001
H -2.014 1.486 -4.657 0.000
P 0.174 1.142 -2.572 0.178
H 2.856 1.953 -2.009 0.001
C -1.733 4.539 -1.952 0.003
C -2.071 -0.081 5.800 0.001
H 2.909 -1.399 -5.694 0.000
H -2.360 -0.658 6.644 0.000
C -1.878 -3.697 -0.308 0.002
H -1.187 6.591 -2.520 0.004
H 3.207 -1.459 5.228 0.000
C 1.594 -1.009 3.824 0.002
H 3.810 -3.555 4.086 0.000
H 5.103 -0.405 -4.717 0.001
C -1.300 0.215 -3.084 0.038
```

* 2S+1: 5
* total charge: +4
* energy above the lowest of the compared OMol25 structures with the same formula, charge and spin: 0.093 eV
* F_max: 0.0794 hartree/bohr
* HOMO (alpha / beta): -18.56 / -18.58 eV
* frontier orbital gap (alpha / beta): 6.9 / 4.3 eV

(2)
The following is a DFT calculation (ωB97M-V/def2-TZVPD) of a structure of composition C42H37N4O2P2S2W.

```
90
Properties=species:S:1:pos:R:3:lowdin_charge:R:1
O -0.144 0.941 1.569 -0.271
H -4.786 -3.570 -2.819 0.126
C 1.585 -3.789 -1.931 -0.071
H -0.353 -0.432 3.757 0.109
C 3.768 -2.743 0.430 -0.059
C 2.583 -3.310 -4.494 -0.043
H 2.450 -5.742 -2.126 0.125
C -3.313 2.097 2.972 -0.098
C 5.303 -3.057 -1.396 -0.027
H -4.355 3.594 1.829 0.115
C -5.431 3.030 3.595 -0.014
H -3.596 -2.341 -4.604 0.125
C -3.338 1.282 4.118 -0.151
C 4.769 -3.481 -0.186 -0.038
C 1.982 -1.040 2.338 -0.392
C -1.146 0.999 2.370 -0.250
C -0.437 6.486 -1.756 -0.013
H 1.752 -1.340 -4.309 0.085
C -1.345 -1.974 -2.092 -0.398
C 1.392 -2.553 -2.556 -0.369
N -2.108 0.700 -0.674 -0.035
S 2.408 1.360 0.322 0.559
C 2.841 -0.717 4.556 -0.034
H 5.282 -1.555 -2.938 0.126
C -2.151 1.986 2.100 -0.133
H -0.284 7.393 -2.325 0.132
C 2.775 -0.319 3.228 -0.067
H -2.166 1.319 -2.593 0.109
H 3.339 0.546 2.899 0.098
C -3.254 -3.248 -1.350 -0.042
C 0.119 4.231 -1.307 -0.222
H -1.567 -2.767 -0.098 0.103
C -2.246 0.385 4.372 0.086
O 0.854 3.063 -1.478 -0.375
C -4.369 2.966 2.713 -0.002
C 0.327 5.371 -2.054 0.017
C 2.032 3.171 -2.351 -0.058
H -1.387 -1.339 -4.158 0.105
C 1.356 -2.565 4.089 -0.056
N -1.947 1.681 -1.672 -0.041
C 2.290 -4.779 -2.598 -0.041
P 1.978 -0.683 0.600 0.619
C -1.577 5.292 -0.006 0.015
C -3.154 -2.426 -3.618 -0.039
H 0.817 -3.444 4.426 0.122
C 3.853 -1.140 -1.395 -0.107
H 3.502 -0.231 -1.865 0.083
C 2.137 -1.839 4.982 -0.035
H -4.429 0.739 5.888 0.134
C -1.914 -1.858 -3.363 -0.088
H 0.644 -2.712 2.065 0.110
H -1.954 7.334 -0.493 0.129
H 6.090 -3.635 -1.868 0.127
C -1.377 6.450 -0.731 -0.024
P 0.320 -1.356 -1.798 0.564
H 2.971 -3.130 -5.489 0.124
H -3.774 -3.800 -0.575 0.122
H -2.285 -0.213 5.277 0.144
C -1.170 0.242 3.540 0.051
C -5.460 2.228 4.741 -0.015
N -0.962 2.906 0.352 -0.118
C -2.013 -2.676 -1.083 -0.090
H 2.204 -2.152 6.017 0.125
C 0.391 -0.864 -0.122 -0.605
H 3.451 -0.159 5.256 0.125
H -2.967 0.811 -0.150 0.139
H -6.251 3.711 3.396 0.127
C -4.421 1.361 4.999 0.015
H 2.579 2.249 -2.259 0.029
C -3.822 -3.119 -2.613 -0.032
H 1.190 -3.981 -0.938 0.118
C 3.311 -1.571 -0.179 -0.355
C 1.267 -2.162 2.763 -0.111
H 3.367 -3.071 1.381 0.110
H -2.532 2.481 -1.471 0.125
C 4.849 -1.887 -2.000 -0.042
H 1.063 5.418 -2.842 0.126
H 3.324 -5.319 -4.401 0.126
H 1.691 3.318 -3.370 0.112
C -0.826 4.164 -0.315 -0.194
N -1.940 2.928 1.218 0.131
C 2.781 -4.539 -3.879 -0.032
S 0.482 0.475 -2.697 0.517
H -6.297 2.292 5.424 0.129
H -2.297 5.255 0.799 0.117
C 1.890 -2.305 -3.832 -0.098
W 0.144 1.267 -0.349 1.441
H 5.139 -4.383 0.288 0.126
H 2.624 4.009 -1.999 0.123
H -2.122 -0.218 -1.104 0.060
```

* 2S+1: 1
* total charge: +3
* energy above the lowest of the compared OMol25 structures with the same formula, charge and spin: 0.889 eV
* F_max: 0.0403 hartree/bohr
* HOMO: -15.89 eV
* frontier orbital gap: 5.7 eV